# 1
ORCA calculation (ωB97M-V/def2-TZVPD) on a structure of composition C27H28Br2N3O3Pd.

```
! RIJCOSX wB97M-V def2-TZVPD def2/J DEFGRID3
* xyz 3 5
Pd -0.30735 -0.14845 -0.18163
C -1.20347 -4.44785 1.73808
C -0.13299 -3.84191 0.83628
C 0.65321 -4.94170 0.10327
C -0.68047 -2.84488 -0.15670
C 0.18192 -2.24007 -1.10363
C -0.29627 -1.36747 -2.09865
C -1.66117 -1.03705 -2.16337
C -2.19301 -0.19963 -3.28711
C -2.51419 -1.62811 -1.19871
C -2.03989 -2.47966 -0.21487
H -0.74249 -5.17423 2.40433
H -1.96137 -4.97777 1.15822
H -1.69572 -3.70173 2.36405
H 0.57357 -3.28310 1.46508
H 0.01855 -5.45979 -0.61679
H 0.99808 -5.67473 0.83022
H 1.53373 -4.56407 -0.41494
H 1.22705 -2.52162 -1.11621
H 0.39176 -0.99022 -2.84468
H -1.69674 0.77099 -3.33982
H -3.26726 -0.04774 -3.20545
H -2.00032 -0.70379 -4.23610
H -3.57633 -1.42189 -1.25405
H -2.73728 -2.91074 0.48960
C -3.31439 1.67999 -0.44381
C -2.46241 2.26968 0.61869
C -2.87590 3.44719 1.28608
C -2.09339 4.00167 2.25110
C -0.88179 3.35559 2.60815
C -0.02707 3.84134 3.63622
Br -0.34813 5.37887 4.57898
C 1.12935 3.11970 3.98729
C 1.46348 1.88525 3.33576
Br 2.93961 1.00486 3.87940
C 0.61820 1.35293 2.29747
O 0.83614 0.25255 1.77767
C -0.55020 2.17349 1.90998
N -1.30632 1.66838 0.91929
H -4.20826 2.27214 -0.61896
H -3.61379 0.67264 -0.14870
H -2.75114 1.60327 -1.37546
H -3.81764 3.89924 1.00745
H -2.39381 4.91265 2.75132
H 1.77542 3.48859 4.77576
O 7.87705 -0.67456 0.43214
C 7.47081 -0.65755 -0.90469
N 6.28635 0.17822 -1.10223
C 5.04883 -0.31658 -0.96676
O 4.79166 -1.47886 -0.70369
C 3.88593 0.64547 -1.15062
C 3.93145 1.94336 -1.63451
C 2.74617 2.66039 -1.76222
C 1.55560 2.05394 -1.42111
N 1.50410 0.78682 -0.97438
C 2.64528 0.11461 -0.82870
H 7.46161 -1.41989 0.87745
H 7.23543 -1.65271 -1.27715
H 8.27434 -0.22578 -1.49646
H 6.42678 1.17331 -1.15219
H 4.86382 2.40503 -1.93346
H 2.74362 3.66950 -2.14923
H 0.60866 2.56422 -1.54864
H 2.60926 -0.90068 -0.45702
*
```

Calculated values
Largest force on an atom: 0.531 eV/Å
Energy: -6710.5088 Eh
HOMO (alpha / beta): -16.7 / -16.7 eV
Relative energy (zero: lowest compared OMol25 entry of this formula, charge and spin): 0.0 kJ/mol
⟨S²⟩: 6.035
E_LUMO (alpha / beta): -9.8087 / -13.7036 eV



# 2
ORCA calculation (ωB97M-V/def2-TZVPD) on the molecule C3H7N5 in a non-equilibrium geometry.

```
! RIJCOSX wB97M-V def2-TZVPD def2/J DEFGRID3
* xyz 0 1
C 0.16346 0.07719 -2.15814
N 0.28039 0.78236 -1.08787
N -0.44563 1.96353 -0.92583
C -0.99357 1.82261 0.23582
N -1.51018 0.65240 0.83467
C -0.73765 -0.26957 1.17590
N 0.65581 -0.16765 1.28425
N 1.09572 -1.76384 1.27866
H -0.81614 0.31188 -2.87795
H 0.78033 -0.91508 -2.43872
H -1.70941 2.59963 0.76707
H -1.01938 -1.06705 1.78481
H 0.96167 0.02445 0.30599
H 0.93426 -2.24055 0.39403
H 2.36034 -1.81029 1.42732
*
```

Calculated values
Largest force on an atom: 5.350 eV/Å
Energy: -392.0655 Eh
HOMO: -9.5 eV
Relative energy (zero: lowest compared OMol25 entry of this formula, charge and spin): 613.2 kJ/mol
SMILES string: C=N/N=C\N=C/NN
E_LUMO: 0.3841 eV



Copy entry 1 word for word.
ORCA calculation (ωB97M-V/def2-TZVPD) on a structure of composition C27H28Br2N3O3Pd.

```
! RIJCOSX wB97M-V def2-TZVPD def2/J DEFGRID3
* xyz 3 5
Pd -0.30735 -0.14845 -0.18163
C -1.20347 -4.44785 1.73808
C -0.13299 -3.84191 0.83628
C 0.65321 -4.94170 0.10327
C -0.68047 -2.84488 -0.15670
C 0.18192 -2.24007 -1.10363
C -0.29627 -1.36747 -2.09865
C -1.66117 -1.03705 -2.16337
C -2.19301 -0.19963 -3.28711
C -2.51419 -1.62811 -1.19871
C -2.03989 -2.47966 -0.21487
H -0.74249 -5.17423 2.40433
H -1.96137 -4.97777 1.15822
H -1.69572 -3.70173 2.36405
H 0.57357 -3.28310 1.46508
H 0.01855 -5.45979 -0.61679
H 0.99808 -5.67473 0.83022
H 1.53373 -4.56407 -0.41494
H 1.22705 -2.52162 -1.11621
H 0.39176 -0.99022 -2.84468
H -1.69674 0.77099 -3.33982
H -3.26726 -0.04774 -3.20545
H -2.00032 -0.70379 -4.23610
H -3.57633 -1.42189 -1.25405
H -2.73728 -2.91074 0.48960
C -3.31439 1.67999 -0.44381
C -2.46241 2.26968 0.61869
C -2.87590 3.44719 1.28608
C -2.09339 4.00167 2.25110
C -0.88179 3.35559 2.60815
C -0.02707 3.84134 3.63622
Br -0.34813 5.37887 4.57898
C 1.12935 3.11970 3.98729
C 1.46348 1.88525 3.33576
Br 2.93961 1.00486 3.87940
C 0.61820 1.35293 2.29747
O 0.83614 0.25255 1.77767
C -0.55020 2.17349 1.90998
N -1.30632 1.66838 0.91929
H -4.20826 2.27214 -0.61896
H -3.61379 0.67264 -0.14870
H -2.75114 1.60327 -1.37546
H -3.81764 3.89924 1.00745
H -2.39381 4.91265 2.75132
H 1.77542 3.48859 4.77576
O 7.87705 -0.67456 0.43214
C 7.47081 -0.65755 -0.90469
N 6.28635 0.17822 -1.10223
C 5.04883 -0.31658 -0.96676
O 4.79166 -1.47886 -0.70369
C 3.88593 0.64547 -1.15062
C 3.93145 1.94336 -1.63451
C 2.74617 2.66039 -1.76222
C 1.55560 2.05394 -1.42111
N 1.50410 0.78682 -0.97438
C 2.64528 0.11461 -0.82870
H 7.46161 -1.41989 0.87745
H 7.23543 -1.65271 -1.27715
H 8.27434 -0.22578 -1.49646
H 6.42678 1.17331 -1.15219
H 4.86382 2.40503 -1.93346
H 2.74362 3.66950 -2.14923
H 0.60866 2.56422 -1.54864
H 2.60926 -0.90068 -0.45702
*
```

Calculated values
Largest force on an atom: 0.531 eV/Å
Energy: -6710.5088 Eh
HOMO (alpha / beta): -16.7 / -16.7 eV
Relative energy (zero: lowest compared OMol25 entry of this formula, charge and spin): 0.0 kJ/mol
⟨S²⟩: 6.035
E_LUMO (alpha / beta): -9.8087 / -13.7036 eV